1.
This record from OMol25 describes a 3-piece molecular cluster, C5H14N2 overall. The level of theory is ωB97M-V with the def2-TZVPD basis set.

Cartesian coordinates (Å):
C  -1.45631  0.77607  0.97475
C  1.11218  -2.24217  -0.12443
N  -0.24828  0.56964  0.17722
C  -0.18389  -1.73612  0.40338
C  -1.20022  -2.44774  0.84935
H  0.63331  0.47021  0.64267
H  -1.41472  0.18627  1.88619
H  -2.31989  0.45817  0.39559
H  -1.53113  1.83575  1.21356
H  1.33478  -1.83324  -1.11782
H  1.94578  -1.94757  0.52322
H  1.13465  -3.33880  -0.21178
H  -2.12135  -2.00106  1.21780
H  -1.17645  -3.54340  0.88253
C  1.31246  2.37030  -1.24470
N  0.18547  2.51373  -0.34340
H  -0.64481  2.69769  -0.91138
H  -0.30266  0.17068  -0.74006
H  2.20658  2.09012  -0.67771
H  1.18881  1.62746  -2.05554
H  1.54569  3.32401  -1.73945

Cartesian forces (eV/Å) of the 2 atoms listed first:
C 0.42 -0.10 -0.28
C 0.17 0.06 -0.07

**Orbital gap (alpha / beta)**: 7.86 / 7.65 eV
**LUMO level (alpha / beta)**: 0.0293 / 0.0231 Ha
**Net charge**: 0
**Multiplicity**: 1
**HOMO energy (alpha / beta)**: -7.1 / -7.0 eV
**Relative energy (zero: lowest compared OMol25 entry of this formula, charge and spin)**: 149.2 kcal/mol

---

2.
This record from OMol25 describes one molecule with the formula C3H4N4O4. The level of theory is ωB97M-V with the def2-TZVPD basis set.

Cartesian coordinates (Å):
C  0.76093  -1.07469  1.64238
C  1.20079  0.68568  -0.08412
C  0.61677  -0.68183  0.25728
N  0.69126  -1.36895  2.73599
N  -0.81868  -0.64467  -0.03046
N  2.71273  0.75784  0.03198
N  1.01936  -1.77894  -0.81248
O  3.18160  1.85209  0.06230
O  1.34810  -2.86176  -0.40031
O  3.33708  -0.26759  0.03649
O  0.90640  -1.51016  -2.00334
H  0.69013  1.47614  0.47688
H  0.95111  0.87784  -1.09615
H  -1.20808  0.25552  -0.16643
H  -1.04239  -1.15666  -0.86452

Cartesian forces (eV/Å) of the 2 atoms listed first:
C 0.41 -0.35 -1.13
C 0.14 -0.59 0.69

**Orbital gap (alpha / beta)**: 8.60 / 7.06 eV
**LUMO level (alpha / beta)**: -0.0058 / -0.1522 Ha
**Net charge**: 0
**Multiplicity**: 3
**HOMO energy (alpha / beta)**: -8.8 / -11.2 eV
**Relative energy (zero: lowest compared OMol25 entry of this formula, charge and spin)**: 0.0 kcal/mol

---

3.
This record from OMol25 describes one molecule with the formula C6H10O. The level of theory is ωB97M-V with the def2-TZVPD basis set.

Cartesian coordinates (Å):
C  0.31501  0.83740  -2.11819
C  -0.68684  0.71060  -1.20541
C  -2.14166  0.79890  -1.45493
C  -0.49163  -0.26919  -0.07653
C  0.64405  -0.84264  0.24776
C  1.22144  -1.18105  1.66570
O  1.24684  -0.02329  2.60371
H  0.12412  0.68761  -3.18551
H  1.37352  1.12809  -1.91633
H  -2.62026  1.48068  -0.70870
H  -2.28015  1.30301  -2.39756
H  -2.66656  -0.25481  -1.33383
H  -1.43869  -0.19601  0.54495
H  1.25950  -1.25698  -0.53980
H  0.53123  -1.84713  2.08462
H  2.13528  -1.64548  1.59785
H  0.44504  0.46327  2.67428

Cartesian forces (eV/Å) of the 2 atoms listed first:
C 0.46 0.80 -0.38
C 0.79 -4.23 -0.02

**Orbital gap**: 8.42 eV
**LUMO level**: 0.0084 Ha
**Net charge**: 0
**Multiplicity**: 1
**HOMO energy**: -8.2 eV
**Relative energy (zero: lowest compared OMol25 entry of this formula, charge and spin)**: 85.2 kcal/mol

---

4.
This record from OMol25 describes one molecule with the formula C23H29NO4. The level of theory is ωB97M-V with the def2-TZVPD basis set.

Cartesian coordinates (Å):
C  4.31035  -6.09232  -1.08496
O  3.95097  -4.72466  -0.97426
C  2.63875  -4.45686  -1.08005
O  1.80739  -5.31498  -1.25676
C  2.33771  -3.01296  -0.95844
C  3.33321  -2.06085  -0.74671
C  2.99833  -0.72575  -0.64696
C  1.67220  -0.31597  -0.75121
C  1.31742  1.13890  -0.64606
N  1.80899  1.73493  0.59234
C  1.40333  1.03439  1.79668
C  -0.09878  1.13239  2.08100
C  -0.62025  2.57716  2.11889
C  -0.21209  3.23071  3.45812
O  -0.74062  4.51767  3.66089
C  -2.17332  2.57467  2.06407
C  -2.73162  1.92532  0.83267
C  -2.98394  0.56022  0.79811
C  -3.40822  -0.07397  -0.35805
C  -3.60321  0.66254  -1.52016
O  -3.99474  0.14695  -2.72005
C  -4.21255  -1.23916  -2.81552
C  -3.40008  2.04252  -1.48461
C  -2.97474  2.65827  -0.32666
C  -0.05169  3.36724  0.92816
C  1.45069  3.13471  0.71123
C  0.68214  -1.27002  -0.95644
C  1.00962  -2.60696  -1.06211
H  5.39175  -6.13273  -0.98276
H  4.00073  -6.48912  -2.05427
H  3.82782  -6.67677  -0.29853
H  4.36121  -2.37701  -0.66494
H  3.76037  0.01943  -0.47679
H  1.80322  1.68282  -1.46515
H  0.22914  1.24500  -0.77475
H  1.68609  -0.01642  1.70123
H  1.97834  1.45990  2.62415
H  -0.31828  0.63750  3.02900
H  -0.62168  0.58961  1.29318
H  -0.60345  2.63146  4.28426
H  0.88245  3.25354  3.54477
H  -0.38252  5.10950  2.99030
H  -2.51372  3.60978  2.12827
H  -2.53519  2.04755  2.94916
H  -2.85358  -0.02976  1.69425
H  -3.58295  -1.13844  -0.33612
H  -3.30284  -1.80683  -2.59275
H  -4.50400  -1.42138  -3.84865
H  -5.01792  -1.56744  -2.15033
H  -3.58222  2.61008  -2.38360
H  -2.83750  3.73023  -0.32054
H  -0.58053  3.06393  0.02394
H  -0.23452  4.43713  1.05807
H  1.77122  3.65451  -0.19600
H  2.02444  3.54221  1.54927
H  -0.35072  -0.95951  -1.03530
H  0.25151  -3.35853  -1.22327

Cartesian forces (eV/Å) of the 2 atoms listed first:
C -0.09 -0.42 -0.05
O 0.00 0.41 0.05

**Orbital gap**: 8.91 eV
**LUMO level**: 0.0208 Ha
**Net charge**: 0
**Multiplicity**: 1
**HOMO energy**: -8.3 eV
**Relative energy (zero: lowest compared OMol25 entry of this formula, charge and spin)**: 16.0 kcal/mol

---

5.
This record from OMol25 describes C18H11AsN4O2S10W as an isolated structure. The level of theory is ωB97M-V with the def2-TZVPD basis set.

Cartesian coordinates (Å):
W  0.39806  -1.64377  0.22534
O  1.30062  -0.44189  -6.59228
C  1.25250  -0.80426  -5.44820
S  -0.06838  -1.79328  -4.77918
C  0.58159  -1.88041  -3.16412
C  1.71389  -1.23495  -2.91385
S  2.42289  -1.25177  -1.32536
S  2.47001  -0.37090  -4.22686
S  -0.23705  -2.79112  -1.92288
O  -0.45879  0.03227  1.59077
N  0.13055  0.33072  2.74130
C  -0.64508  0.69060  3.78425
C  -0.06625  1.00248  4.98430
C  1.32186  0.93628  5.10335
C  2.08769  0.56156  4.02089
C  1.47316  0.23562  2.81423
S  2.27039  -0.29777  1.38890
H  -1.70454  0.70206  3.58368
H  -0.69572  1.26994  5.82067
H  1.79851  1.15971  6.05040
H  3.16534  0.48153  4.07938
N  -1.82407  1.38136  -1.73076
C  -0.66303  2.08968  -2.01899
C  -0.46915  3.28286  -2.70167
C  0.82752  3.74923  -2.77866
C  1.88065  3.05411  -2.16673
C  1.67655  1.86264  -1.49441
C  0.37926  1.35644  -1.45692
N  -0.17288  0.20025  -0.88860
C  -1.47474  0.29129  -1.03664
C  -2.34445  -0.68149  -0.42769
C  -3.67224  -0.71229  -0.39472
S  -4.25104  -2.09783  0.49452
C  -2.55436  -2.53483  0.96865
N  -1.67676  -1.68626  0.23268
H  -2.76470  1.64335  -1.96562
H  -1.29666  3.83218  -3.13522
H  1.03168  4.67221  -3.30911
H  2.88454  3.45953  -2.22254
H  2.48828  1.34487  -1.01074
H  -4.36377  -0.02918  -0.87160
H  -2.39881  -3.59653  0.78985
S  0.58324  -3.14571  4.45574
As  -0.05427  -2.58815  2.59015
S  0.03478  -4.14342  0.81435
S  1.95112  -3.50879  0.63788
S  -2.26796  -2.38817  2.81204

Cartesian forces (eV/Å) of the 2 atoms listed first:
W 0.33 0.43 -0.75
O -0.01 -0.10 0.26

**Orbital gap**: 5.71 eV
**LUMO level**: -0.0536 Ha
**Net charge**: 0
**Multiplicity**: 1
**HOMO energy**: -7.2 eV
**Relative energy (zero: lowest compared OMol25 entry of this formula, charge and spin)**: 20.1 kcal/mol

---

6.
This record from OMol25 describes C18H16MnN2S6Te as an isolated structure. The level of theory is ωB97M-V with the def2-TZVPD basis set.

Cartesian coordinates (Å):
Mn  0.34388  0.67632  -0.55936
S  -1.21722  -2.12748  2.07117
C  -0.16981  -1.38439  0.99762
S  1.03357  -0.18851  1.42443
S  -0.23448  -1.52915  -0.73680
C  -4.14546  7.12874  -3.37279
C  -3.54123  5.97007  -2.62434
C  -2.16979  5.79417  -2.55493
C  -1.58717  4.73445  -1.85816
C  -0.09102  4.63214  -1.82196
C  -2.39567  3.80214  -1.19495
Te  -1.63015  2.23133  0.04664
C  -3.79532  3.96668  -1.26928
C  -4.74583  3.01419  -0.59256
C  -4.33834  5.03641  -1.97391
H  -3.37320  7.69706  -3.89406
H  -4.66715  7.81966  -2.70431
H  -4.87353  6.79734  -4.11785
H  -1.51714  6.50084  -3.06158
H  0.35758  5.29508  -2.56420
H  0.23628  3.61306  -2.01095
H  0.30008  4.88642  -0.83337
H  -4.47371  1.97609  -0.78436
H  -5.76691  3.19256  -0.93767
H  -4.72258  3.13226  0.49373
H  -5.42053  5.13351  -2.01684
S  5.57521  -2.81444  -1.61847
C  4.81125  -1.32335  -1.82485
S  3.13422  -1.09766  -1.52445
C  3.25764  0.58662  -1.93324
N  4.46143  0.95190  -2.26583
N  5.32295  -0.13941  -2.21250
C  6.68092  0.16401  -2.51575
C  7.17003  1.42471  -2.19194
C  8.48304  1.74934  -2.49254
C  9.31616  0.82908  -3.11653
C  8.81271  -0.42023  -3.44620
C  7.49856  -0.75882  -3.15268
S  1.91020  1.69504  -2.01326
H  6.51038  2.13778  -1.72052
H  8.85293  2.73356  -2.23208
H  10.34259  1.08686  -3.34563
H  9.44204  -1.14980  -3.94149
H  7.10552  -1.73088  -3.40540

Cartesian forces (eV/Å) of the 2 atoms listed first:
Mn 0.32 -0.43 -0.11
S 0.32 0.02 -0.22

**Orbital gap (alpha / beta)**: 5.65 / 5.58 eV
**LUMO level (alpha / beta)**: 0.1514 / 0.1514 Ha
**Net charge**: -2
**Multiplicity**: 2
**HOMO energy (alpha / beta)**: -1.5 / -1.5 eV

---

7.
This record from OMol25 describes CH4NOPS as an isolated structure. The level of theory is ωB97M-V with the def2-TZVPD basis set.

Cartesian coordinates (Å):
C  -0.21280  0.94188  0.15321
N  0.85539  -1.26989  -0.79464
O  0.73567  1.31595  -0.67714
P  -0.05793  -0.95627  0.55474
S  2.04040  -0.25233  -1.44395
H  -0.20112  1.46942  1.01459
H  -1.26994  0.96748  -0.24551
H  0.52706  -1.81421  -1.56515
H  1.02122  -0.81643  1.40030

Cartesian forces (eV/Å) of the 2 atoms listed first:
C -1.59 -2.89 -2.77
N 2.26 -0.22 -2.06

**Orbital gap (alpha / beta)**: 7.74 / 7.74 eV
**LUMO level (alpha / beta)**: -0.0471 / -0.0471 Ha
**Net charge**: 0
**Multiplicity**: 1
**HOMO energy (alpha / beta)**: -9.0 / -9.0 eV
**Relative energy (zero: lowest compared OMol25 entry of this formula, charge and spin)**: 48.2 kcal/mol

---

8.
This record from OMol25 describes one molecule with the formula C17H19BrN2O5. The level of theory is ωB97M-V with the def2-TZVPD basis set.

Cartesian coordinates (Å):
C  -2.37092  -0.89831  -3.03984
C  -3.15627  -1.79582  -2.09032
O  -3.34265  -1.20827  -0.81405
C  -2.26196  -0.98338  -0.01130
C  -1.06423  -1.67416  -0.14187
C  -0.00483  -1.43851  0.71267
Br  1.58158  -2.45707  0.42918
C  -0.08935  -0.50912  1.73660
C  1.08945  -0.10944  2.58141
O  1.79174  0.93122  1.89663
C  2.86239  0.59968  1.13834
C  3.97049  -0.11360  1.60925
C  5.06029  -0.29256  0.78488
C  5.05542  0.25523  -0.50122
C  6.20879  0.09059  -1.43348
N  4.01321  0.93518  -0.94570
C  2.95881  1.08291  -0.16964
N  1.83586  1.78030  -0.77994
O  0.75928  1.22478  -0.72130
O  2.05141  2.83875  -1.31279
C  -1.28964  0.17079  1.86788
C  -2.37952  -0.03819  1.02987
O  -3.47119  0.69976  1.33775
C  -4.50755  0.92378  0.39251
C  -5.40480  2.00991  0.96604
H  -2.89996  0.03996  -3.18742
H  -1.38626  -0.67328  -2.63639
H  -2.25587  -1.39280  -4.00025
H  -4.17492  -1.93971  -2.46046
H  -2.68567  -2.78249  -2.00127
H  -0.94421  -2.41138  -0.91914
H  1.74748  -0.95967  2.78449
H  0.75216  0.32569  3.52467
H  3.96849  -0.51368  2.61214
H  5.91835  -0.84746  1.13090
H  6.33210  -0.95995  -1.69147
H  6.02683  0.66141  -2.33844
H  7.12848  0.43414  -0.96442
H  -1.39751  0.91911  2.63684
H  -4.07942  1.24925  -0.56206
H  -5.07805  0.00320  0.22849
H  -4.83336  2.92032  1.12493
H  -6.21979  2.21524  0.27804
H  -5.81467  1.68765  1.91926

Cartesian forces (eV/Å) of the 2 atoms listed first:
C -0.16 -0.12 0.34
C 0.11 -0.06 -0.42

**Orbital gap**: 8.21 eV
**LUMO level**: 0.0045 Ha
**Net charge**: 0
**Multiplicity**: 1
**HOMO energy**: -8.1 eV
**Relative energy (zero: lowest compared OMol25 entry of this formula, charge and spin)**: 130.3 kcal/mol

---

9.
This record from OMol25 describes C6H8BrNO2S as an isolated structure. The level of theory is ωB97M-V with the def2-TZVPD basis set.

Cartesian coordinates (Å):
C  -0.06747  -1.32299  -0.79596
C  -1.07638  -1.85106  -1.66770
C  -0.11499  -2.26557  0.49435
C  0.78537  2.84110  0.50152
C  0.67574  0.52394  0.81577
C  -0.33605  0.08316  -0.19299
N  -1.29371  -2.84554  0.62312
O  0.81559  -2.38495  1.26919
O  0.45822  1.78644  1.44987
S  -2.19711  -2.60278  -0.69537
Br  -2.17703  0.37256  0.59286
H  1.02535  -1.19509  -1.23729
H  -1.20869  -1.54365  -2.64873
H  1.89570  2.79387  0.21278
H  0.69387  3.79520  0.89748
H  0.18727  2.58621  -0.34947
H  1.63529  0.74327  0.31750
H  0.75782  -0.31055  1.57524
H  -0.45879  0.79643  -1.16217

Cartesian forces (eV/Å) of the 2 atoms listed first:
C 3.49 -0.36 1.53
C -1.81 -0.08 1.86

**Orbital gap (alpha / beta)**: 7.58 / 7.58 eV
**LUMO level (alpha / beta)**: -0.0573 / -0.0574 Ha
**Net charge**: 0
**Multiplicity**: 1
**HOMO energy (alpha / beta)**: -9.1 / -9.1 eV
**Relative energy (zero: lowest compared OMol25 entry of this formula, charge and spin)**: 101.1 kcal/mol

---

10.
This record from OMol25 describes a 2-piece molecular cluster, C2H3NS4 overall. The level of theory is ωB97M-V with the def2-TZVPD basis set.

Cartesian coordinates (Å):
C  -0.59756  1.54711  -0.16145
N  -1.55178  0.92087  0.15316
S  -2.68796  0.06789  0.78912
H  -0.16680  2.21786  -0.69840
S  -0.16552  -2.07983  -0.25322
C  0.83829  -0.77270  0.00554
S  1.69480  -0.00641  -1.34175
S  1.32613  -0.20138  1.51940
H  1.06113  -0.90872  -2.21161
H  0.24927  -0.78469  2.19921

Cartesian forces (eV/Å) of the 2 atoms listed first:
C -5.40 -4.86 3.26
N 2.87 2.29 -0.61

**Orbital gap**: 7.83 eV
**LUMO level**: -0.0193 Ha
**Net charge**: 0
**Multiplicity**: 1
**HOMO energy**: -8.4 eV
**Relative energy (zero: lowest compared OMol25 entry of this formula, charge and spin)**: 58.3 kcal/mol

---

11.
This record from OMol25 describes a 2-piece molecular cluster, C4H2O2 overall. The level of theory is ωB97M-V with the def2-TZVPD basis set.

Cartesian coordinates (Å):
C  -0.34452  2.45059  0.84286
C  -0.53740  1.17894  0.90363
C  1.12099  -0.76080  -1.42701
C  -0.73573  -0.11647  0.80661
O  1.73696  -0.91160  -0.46088
O  0.41658  -0.64212  -2.31812
H  -0.45631  -0.75758  1.79185
H  -1.20059  -0.44095  -0.13894

Cartesian forces (eV/Å) of the 2 atoms listed first:
C -0.05 -0.52 0.14
C 0.17 1.01 -0.21

**Orbital gap**: 8.38 eV
**LUMO level**: -0.0657 Ha
**Net charge**: 0
**Multiplicity**: 1
**HOMO energy**: -10.2 eV
**Relative energy (zero: lowest compared OMol25 entry of this formula, charge and spin)**: 46.0 kcal/mol

---

12.
This record from OMol25 describes a 3-piece molecular cluster, CH5O4 overall. The level of theory is ωB97M-V with the def2-TZVPD basis set.

Cartesian coordinates (Å):
O  0.70964  -1.01819  -1.90904
C  1.09712  -0.68445  -0.72884
O  0.25834  -0.49689  0.28519
H  2.10074  -0.51407  -0.43370
H  0.58062  0.57896  1.40242
H  0.21997  1.96044  2.34615
O  0.90043  1.27116  2.17001
H  -1.25966  -0.16999  -0.88466
H  -2.31972  -0.90317  -1.27704
O  -2.28748  -0.02380  -0.97048

Cartesian forces (eV/Å) of the 2 atoms listed first:
O 1.62 0.84 3.03
C -5.03 -0.52 -0.57

**Orbital gap**: 9.67 eV
**LUMO level**: 0.1592 Ha
**Net charge**: -1
**Multiplicity**: 1
**HOMO energy**: -5.3 eV
**Relative energy (zero: lowest compared OMol25 entry of this formula, charge and spin)**: 20.8 kcal/mol